Entry from OMol25: a structure of composition C16H19ClCu at a distorted geometry (ωB97M-V/def2-TZVPD).

Positions of all 37 atoms, in Å:
C 0.838 -2.899 0.338
C 1.079 -1.891 -0.643
C -0.193 -1.298 -1.004
H 2.022 -1.660 -1.132
C -1.168 -1.788 -0.031
C -0.527 -2.848 0.713
H -1.011 -3.558 1.385
H 1.574 -3.612 0.741
H -0.423 -0.747 -1.920
H -2.235 -1.580 -0.045
Cu -0.201 -0.025 0.484
Cl 0.447 2.665 0.897
C 0.081 2.532 -3.718
C -1.151 1.885 -4.050
C -0.841 0.641 -4.685
H -2.151 2.281 -3.877
C 0.584 0.520 -4.747
C 1.153 1.690 -4.151
H 2.216 1.911 -4.070
H 0.185 3.509 -3.248
H -1.560 -0.075 -5.081
H 1.136 -0.304 -5.197
C 1.248 -0.491 4.727
C 0.010 0.331 4.355
C -1.284 -0.471 4.555
C 0.006 1.586 5.229
C 0.100 0.743 2.952
C 0.185 1.280 1.834
H 1.266 -0.664 5.811
H 2.144 0.078 4.457
H 1.276 -1.452 4.201
H -1.428 -0.712 5.622
H -2.140 0.120 4.205
H -1.270 -1.399 3.967
H 0.890 2.194 5.013
H -0.888 2.194 5.057
H 0.036 1.297 6.285

As for the net charge: -2. Its total energy is -74056.9012 eV. The spin multiplicity is 2. The calculation puts the HOMO-LUMO gap (alpha / beta) at 0.1428 / 0.1806 Eh.

Entry from OMol25: the molecule C16H19ClN2O7S at a distorted geometry (ωB97M-V/def2-TZVPD).

Positions of all 46 atoms, in Å:
C -0.319 -3.686 -1.422
C 0.536 -2.593 -2.042
O 1.419 -2.066 -1.047
C 1.513 -0.746 -0.934
O 0.935 0.059 -1.621
C 2.434 -0.368 0.188
N 2.160 0.675 1.041
N 1.047 1.189 1.191
C -0.170 0.760 0.854
S -0.702 -0.890 1.112
C -2.338 -0.451 0.725
C -3.346 -1.496 0.778
O -4.533 -1.364 0.604
O -2.770 -2.691 1.041
C -3.652 -3.797 1.137
C -2.469 0.881 0.390
C -3.745 1.525 -0.010
C -1.238 1.573 0.481
C -1.057 2.996 0.154
O -1.953 3.795 0.011
O 0.236 3.306 0.030
C 0.542 4.665 -0.269
C 2.043 4.776 -0.453
C 3.667 -0.943 0.315
O 4.108 -1.855 -0.538
C 4.534 -0.556 1.478
Cl 6.261 -0.859 1.117
H -0.976 -4.103 -2.179
H 0.316 -4.474 -1.026
H -0.919 -3.283 -0.610
H -0.080 -1.777 -2.433
H 1.157 -2.992 -2.850
H -4.321 -3.675 1.991
H -4.253 -3.881 0.228
H -3.024 -4.675 1.265
H -3.973 2.337 0.677
H -4.555 0.802 -0.013
H -3.637 1.970 -0.997
H 0.190 5.298 0.554
H 0.002 4.959 -1.177
H 2.364 4.128 -1.264
H 2.312 5.802 -0.685
H 2.550 4.466 0.457
H 5.030 -2.088 -0.314
H 4.283 -1.154 2.356
H 4.389 0.500 1.709

As for the net charge: 0. Its total energy is -57569.2076 eV. The SMILES is CCOC(=O)C(/N=N\c1sc(C(=O)OC)c(C)c1C(=O)OCC)=C(\O)CCl. The calculation puts the HOMO-LUMO gap at 0.2653 Eh.

Entry from OMol25: a structure of composition C16H19F6N9O2SbTi at a distorted geometry (ωB97M-V/def2-TZVPD).

Positions of all 54 atoms, in Å:
Ti -0.531 -0.257 0.394
N 2.392 0.145 2.905
N 1.602 1.048 3.640
C 0.405 1.489 3.275
N -0.216 2.420 3.995
N -0.137 0.931 2.155
N -1.329 1.375 1.728
O -1.673 2.520 1.671
O -2.081 0.413 1.315
H 1.767 -0.477 2.398
H 2.853 -0.448 3.592
H 2.067 1.476 4.428
H 0.142 2.698 4.895
H -1.084 2.829 3.689
C -1.332 3.377 -2.008
C -2.345 2.908 -2.837
C -2.670 1.562 -2.818
C -1.984 0.716 -1.952
N -1.021 1.184 -1.120
C -0.701 2.480 -1.163
C -2.182 -0.753 -1.924
C -3.025 -1.438 -2.791
C -3.049 -2.823 -2.749
C -2.224 -3.499 -1.861
C -1.413 -2.760 -1.018
N -1.395 -1.422 -1.044
H -1.038 4.416 -2.005
H -2.869 3.580 -3.501
H -3.439 1.183 -3.471
H 0.093 2.807 -0.499
H -3.648 -0.910 -3.495
H -3.703 -3.369 -3.414
H -2.212 -4.577 -1.809
H -0.768 -3.234 -0.288
N 5.073 0.367 -2.446
C 3.904 0.225 -1.817
C 3.496 1.109 -0.795
C 2.286 0.919 -0.183
N 1.427 -0.072 -0.494
C 1.823 -0.922 -1.464
C 3.013 -0.821 -2.132
H 5.711 1.106 -2.204
H 5.364 -0.280 -3.159
H 4.134 1.920 -0.478
H 1.989 1.581 0.625
H 1.145 -1.733 -1.704
H 3.263 -1.552 -2.887
F 0.261 -1.703 1.497
Sb -0.934 -2.582 3.146
F -0.205 -4.124 2.368
F 0.676 -2.268 4.090
F -2.148 -2.395 1.691
F -1.483 -0.865 3.731
F -2.048 -3.501 4.299

As for the net charge: +2. Its total energy is -80353.4835 eV. The calculation puts the energy relative to the best compared isomer or geometry (same formula, charge and spin) at 1.992 eV. The spin multiplicity is 2. The calculation puts the HOMO-LUMO gap (alpha / beta) at 0.2700 / 0.2654 Eh.

Entry from OMol25: a structure of composition C16H19IrN7S4 at a distorted geometry (ωB97M-V/def2-TZVPD).

Positions of all 47 atoms, in Å:
Ir -0.420 0.485 0.688
S 3.503 -0.296 2.624
C 1.938 -0.318 2.093
S 1.481 -1.012 0.554
S 0.617 0.384 2.949
C -1.665 2.653 -1.872
C -0.742 3.223 -0.868
N -0.028 2.503 -0.012
C 0.742 3.378 0.708
C 0.481 4.640 0.283
N -0.464 4.535 -0.706
C -1.081 5.655 -1.380
N -0.889 5.598 -2.797
N -1.916 5.527 -3.648
N -1.504 5.457 -4.825
C -0.145 5.479 -4.865
C 0.785 5.392 -5.900
C 2.117 5.371 -5.544
C 2.531 5.472 -4.208
C 1.629 5.552 -3.166
C 0.284 5.560 -3.512
H -1.755 1.581 -1.698
H -1.287 2.800 -2.882
H -2.652 3.104 -1.820
H 1.422 3.049 1.469
H 0.878 5.578 0.610
H -0.641 6.574 -0.973
H -2.165 5.660 -1.204
H 0.463 5.354 -6.928
H 2.868 5.274 -6.311
H 3.586 5.477 -3.989
H 1.954 5.589 -2.137
S -2.588 -0.433 0.285
C -2.414 -2.124 -0.098
N -2.443 -2.484 -1.368
C -2.468 -3.872 -1.799
C -3.084 -4.726 -0.698
C -2.388 -4.447 0.628
N -2.361 -3.014 0.874
H -2.540 -1.760 -2.066
H -1.449 -4.199 -2.027
H -3.060 -3.934 -2.712
H -2.993 -5.780 -0.947
H -4.144 -4.489 -0.609
H -1.365 -4.834 0.617
H -2.925 -4.925 1.448
H -2.391 -2.691 1.830

As for the net charge: +2. Its total energy is -73493.5949 eV. The spin multiplicity is 6. The calculation puts the HOMO-LUMO gap (alpha / beta) at 0.2311 / 0.1401 Eh.

Entry from OMol25: a structure of composition C16H19N3OPd (ωB97M-V/def2-TZVPD).

Positions of all 40 atoms, in Å:
Pd -0.845 -1.967 -0.800
C 3.373 -1.837 -1.649
C 3.917 -1.709 -0.378
C 3.082 -1.649 0.726
C 1.711 -1.712 0.537
N 1.196 -1.809 -0.709
C 1.999 -1.888 -1.773
C 0.677 -1.733 1.578
C 0.895 -1.612 2.946
C -0.170 -1.681 3.833
C -1.462 -1.875 3.369
C -1.710 -2.000 2.001
C -0.639 -1.922 1.139
H 3.998 -1.911 -2.527
H 4.990 -1.673 -0.248
H 3.490 -1.577 1.723
H 1.522 -2.002 -2.739
H 1.899 -1.469 3.326
H 0.012 -1.594 4.895
H -2.285 -1.945 4.067
H -2.718 -2.171 1.648
N -0.673 3.812 -1.116
C -1.282 3.124 -2.311
C -0.883 1.652 -2.295
N -1.233 0.970 -1.052
C -0.663 1.660 0.100
C -1.054 3.131 0.175
H -0.961 4.792 -1.093
H 0.346 3.813 -1.209
H -0.941 3.639 -3.207
H -2.361 3.248 -2.220
H 0.199 1.565 -2.438
H -1.359 1.159 -3.142
H -2.243 0.922 -0.960
H 0.427 1.567 0.047
H -0.977 1.166 1.020
H -0.557 3.653 0.991
H -2.132 3.254 0.279
O -3.819 -2.849 -1.382
C -2.768 -2.542 -1.155

As for the net charge: +2. Its total energy is -26882.9622 eV. The calculation puts the energy relative to the best compared isomer or geometry (same formula, charge and spin) at 0.000 eV. The calculation puts the HOMO-LUMO gap at 0.2805 Eh.

Entry from OMol25: a structure of composition C16H19N5O2 at a distorted geometry (ωB97M-V/def2-TZVPD).

Positions of all 42 atoms, in Å:
C -2.582 -2.130 -1.872
N -2.612 -0.975 -1.110
C -2.652 -1.204 0.276
C -1.421 -1.563 0.898
N -0.430 -2.351 0.286
C 0.454 -2.072 1.435
N 0.007 -1.398 2.558
O -1.217 -0.948 1.983
C 1.848 -2.485 1.161
O 2.892 -1.518 1.218
C 2.753 -0.372 0.217
C 3.472 0.678 0.275
C 3.634 1.371 -0.715
C 2.911 1.479 -1.737
C 2.128 0.230 -2.084
C 2.020 -0.769 -0.853
H 1.523 -1.778 -1.091
H 1.537 0.055 -2.786
H 3.018 2.260 -2.603
H 4.174 2.490 -0.331
H 4.083 0.685 1.206
H 2.035 -2.999 2.301
H 1.959 -3.037 0.424
H -3.493 -2.139 0.598
H -3.285 -0.304 0.609
C -1.683 0.068 -1.471
C -1.620 0.934 -0.439
C -0.469 1.589 0.272
N -0.920 2.399 1.242
N -2.072 2.761 1.045
C -2.590 2.132 -0.019
H -3.652 2.095 -0.408
C 0.030 3.110 2.125
H 0.832 3.420 1.599
H -0.631 3.755 2.621
H 0.405 2.539 2.864
H 0.511 1.023 0.115
H -2.091 0.497 -2.149
H -0.795 -0.371 -1.594
H -1.802 -2.535 -1.703
H -2.605 -1.884 -2.836
H -3.601 -2.737 -1.525

As for the net charge: 0. Its total energy is -28428.5798 eV. The calculation puts the energy relative to the best compared isomer or geometry (same formula, charge and spin) at 19.578 eV. The calculation puts the HOMO-LUMO gap at 0.3302 Eh.